1.
{
  "formula": "C24H28MnN7O3",
  "method": "ωB97M-V/def2-TZVPD",
  "species": ["Mn", "O", "C", "O", "C", "C", "C", "N", "C", "C", "C", "C", "C", "C", "C", "N", "C", "C", "C", "C", "C", "N", "H", "H", "H", "H", "H", "H", "H", "H", "H", "H", "C", "C", "O", "H", "H", "H", "H", "H", "H", "C", "N", "C", "N", "C", "N", "C", "N", "C", "C", "H", "H", "H", "H", "H", "H", "H", "H", "H", "H", "H", "H"],
  "coordinates": [[0.56672, 0.24829, 0.61205], [3.17779, 6.11149, -2.05629], [3.45943, 4.91628, -2.33105], [4.32252, 4.37279, -3.03986], [2.69335, 3.83276, -1.65056], [1.45120, 4.02844, -1.06040], [0.90354, 2.99327, -0.25249], [1.47763, 1.77092, -0.24518], [2.60784, 1.52542, -0.94536], [3.31801, 2.53786, -1.60306], [3.20937, 0.22525, -0.83550], [4.40054, -0.19704, -1.43647], [4.89566, -1.42598, -1.16309], [4.16887, -2.36099, -0.35490], [2.99984, -1.92641, 0.19810], [2.53165, -0.64491, 0.00510], [-0.24610, 3.09295, 0.52192], [-0.98989, 4.27626, 0.69634], [-2.06904, 4.26761, 1.56796], [-2.34524, 3.09094, 2.23384], [-1.54701, 1.99831, 2.07804], [-0.50609, 1.96165, 1.26900], [0.89125, 4.98679, -1.29059], [4.34517, 2.25363, -1.84816], [5.03698, 0.55963, -2.02149], [5.91009, -1.66087, -1.42158], [4.52899, -3.38775, -0.34415], [2.36292, -2.58772, 0.74946], [-0.66308, 5.18133, 0.17954], [-2.72313, 5.12729, 1.66297], [-3.17035, 3.03145, 2.94826], [-1.77343, 1.02584, 2.60370], [-2.76562, 1.23848, -2.05152], [-1.30445, 1.27621, -2.60483], [-0.61018, 0.06306, -2.05711], [-3.13414, 2.29662, -2.04462], [-2.84119, 0.89062, -0.98218], [-3.40605, 0.63486, -2.66670], [-0.68551, 2.16601, -2.29269], [-1.31777, 1.13426, -3.73140], [-0.15357, -0.46953, -2.74090], [-0.54902, -3.33467, 0.02441], [-1.55730, -4.36840, 0.43942], [-1.41681, -4.69329, 1.88574], [-1.51981, -3.46165, 2.69084], [-0.51141, -2.49006, 2.24889], [-0.69232, -2.09832, 0.83677], [-2.03482, -1.50478, 0.66468], [-3.06076, -2.44744, 1.06108], [-2.87409, -3.72244, 0.23971], [-2.83010, -2.87574, 2.47299], [-0.51768, -3.14384, -1.07099], [0.45403, -3.79561, 0.33579], [-0.41723, -5.08217, 2.01499], [-2.15993, -5.46061, 2.08104], [0.51533, -2.91581, 2.34337], [-0.63991, -1.58340, 2.90790], [-2.07552, -1.20808, -0.37006], [-2.08029, -0.65247, 1.36961], [-2.86868, -3.47514, -0.82909], [-3.60798, -4.43931, 0.59631], [-3.56717, -3.64965, 2.62140], [-2.99608, -2.05248, 3.18105]],
  "forces_ev_per_angstrom": [[-0.498, -2.202, -0.180], [-0.024, -1.533, -0.316], [0.570, 1.566, -0.183], [0.528, 0.675, -0.660], [0.210, -1.603, 0.463], [-1.250, -0.103, 0.304], [3.327, 0.235, -3.464], [0.980, 1.077, -1.159], [0.538, 2.593, -0.306], [-1.448, -0.113, 1.574], [-0.774, -3.124, 1.724], [0.783, 2.622, -0.712], [-0.197, -1.496, 1.537], [0.894, 0.770, -1.578], [-0.418, 1.430, -0.775], [0.693, -0.308, -0.708], [-2.429, 0.240, 2.970], [0.642, -0.461, -0.250], [0.041, -0.120, -0.606], [-1.194, 0.509, 1.144], [-0.314, -1.985, 0.751], [-0.456, 1.019, -0.911], [1.086, -1.110, 0.682], [-0.678, 1.147, -0.633], [-1.168, -1.512, 0.801], [0.153, -0.269, -0.582], [-0.185, 0.252, 0.566], [-0.206, -0.089, 0.412], [-0.296, -0.350, 0.118], [0.233, 0.007, 0.151], [0.216, 0.044, -0.357], [0.203, 1.346, -0.357], [1.061, 1.612, 0.854], [0.111, -1.528, -0.189], [0.100, 0.262, -0.018], [0.041, -0.892, -0.146], [0.366, 0.259, -1.056], [-0.238, -0.282, -0.226], [-0.854, -0.859, -0.446], [0.072, 0.639, 1.375], [-0.464, 0.821, 0.365], [1.303, -1.667, 1.306], [0.068, 1.536, -0.366], [0.807, 1.168, -1.352], [0.218, -0.240, -0.118], [-0.083, -0.125, 0.708], [1.098, 0.933, -0.144], [0.202, -0.683, 1.063], [0.434, -1.146, -0.455], [0.781, 0.591, 0.440], [-0.408, 0.306, -0.576], [-0.445, -0.048, 0.793], [-1.133, 0.725, -0.722], [0.233, -0.397, 0.219], [-0.117, 0.202, 0.573], [-0.732, 0.299, 0.215], [0.323, -0.726, -0.597], [-0.547, 0.260, -0.354], [-0.156, -0.046, -0.551], [-0.842, -0.067, 0.261], [-0.447, 0.117, -0.537], [-0.313, -0.126, 0.521], [-0.002, -0.052, -0.299]],
  "multiplicity": 6,
  "s_squared": 8.75,
  "homo_lumo_gap_ha": [0.21233, 0.20510],
  "total_charge": 1,
  "homo_energy_ha": [-0.375, -0.374]
}

2.
{
  "formula": "C24H28N2O3",
  "method": "ωB97M-V/def2-TZVPD",
  "species": ["H", "N", "C", "C", "C", "C", "C", "C", "C", "C", "C", "C", "O", "C", "C", "N", "C", "C", "C", "C", "C", "O", "C", "C", "C", "C", "C", "C", "C", "O", "H", "H", "H", "H", "H", "H", "H", "H", "H", "H", "H", "H", "H", "H", "H", "H", "H", "H", "H", "H", "H", "H", "H", "H", "H", "H", "H"],
  "coordinates": [[0.61768, 4.92510, 3.62088], [0.46099, 3.92142, 3.87454], [-0.05252, 3.21870, 2.77952], [-0.30277, 1.61092, 3.01298], [0.20394, 0.64896, 1.78551], [-0.83970, -0.52794, 1.21721], [-0.41526, -1.58820, -0.00152], [-1.37852, -2.78942, -0.56707], [-2.94517, -2.70699, -0.09106], [-3.95201, -2.07495, -1.26186], [-3.94223, -0.43520, -1.31136], [-5.12910, 0.18956, -0.32410], [-4.72870, 0.07877, 1.09096], [-5.24972, 1.22723, 1.88522], [1.10199, -1.48523, -0.69718], [1.55649, -2.45839, -1.79867], [2.42565, -3.56835, -1.18665], [1.71796, -5.04907, -1.20932], [2.13676, -0.31428, -0.19163], [1.66763, 0.72038, 1.03592], [2.78990, 1.88083, 1.47335], [3.03205, 2.18640, 2.75365], [3.59769, 2.56617, 0.17901], [3.91095, 4.18391, 0.06521], [4.68592, 4.71124, -1.28263], [5.17829, 3.66148, -2.48751], [4.86821, 2.03952, -2.38325], [4.07426, 1.52664, -1.04145], [3.65926, -0.08152, -0.84375], [4.47128, -1.07860, -1.21232], [-0.23075, 3.80725, 1.78272], [-1.48419, 1.46844, 3.09542], [0.11683, 1.26986, 4.07562], [-1.89739, -0.56974, 1.72565], [-0.84761, -3.80471, -0.31257], [-1.38175, -2.70799, -1.75190], [-3.12650, -2.19173, 0.94420], [-3.31224, -3.83529, 0.04061], [-5.04724, -2.41056, -0.93435], [-3.72686, -2.60289, -2.28610], [-2.88543, 0.03642, -1.11550], [-4.25866, -0.12901, -2.41157], [-5.21190, 1.33998, -0.63057], [-6.18892, -0.32391, -0.51984], [-4.41820, 2.04744, 2.08599], [-5.55315, 0.77612, 2.94275], [-6.15131, 1.76243, 1.36400], [2.14814, -1.95284, -2.51486], [3.48676, -3.65400, -1.69218], [2.61315, -3.27415, -0.04933], [1.74745, -5.47895, -0.09926], [0.62018, -4.96787, -1.61445], [2.40924, -5.75867, -1.84660], [3.52513, 4.88403, 0.94184], [4.92554, 5.86504, -1.46434], [5.74123, 4.02860, -3.45578], [5.16721, 1.23760, -3.18218]],
  "forces_ev_per_angstrom": [[-0.391, -1.009, -0.051], [-2.216, -2.684, -4.983], [2.327, 2.033, 4.165], [-0.722, 0.200, -0.398], [1.078, -2.795, -3.186], [3.666, 0.232, -1.651], [2.262, 2.340, 1.109], [0.257, 1.008, -0.344], [-0.591, -1.215, -0.473], [-0.129, -0.275, 1.373], [-1.180, -0.397, -0.644], [0.888, 0.737, -1.130], [-1.318, 1.932, -0.847], [0.136, -0.074, 0.970], [0.127, 2.474, 2.000], [0.555, 1.254, 1.829], [0.479, -0.601, 1.397], [0.761, 0.156, 0.506], [-2.853, -0.105, 1.489], [-1.378, -1.149, -0.570], [0.678, 0.484, 3.961], [-1.556, -1.612, -8.079], [1.433, 0.937, -2.581], [0.969, -3.125, -2.948], [-0.484, -3.525, -0.048], [-2.045, -1.945, 3.043], [-1.461, 2.829, 3.860], [0.262, 2.467, 0.001], [2.196, -2.707, -1.184], [-5.047, 6.029, 2.004], [0.143, -1.684, 1.661], [2.479, 0.212, -0.377], [-0.560, 0.985, -2.553], [2.265, -0.008, -1.285], [-1.206, 1.981, -0.292], [0.231, -0.145, 2.469], [0.469, -0.839, -2.106], [0.840, 2.396, -0.209], [2.266, 0.738, -0.827], [-0.282, 1.231, 1.935], [-2.120, -0.955, -0.104], [0.617, -0.490, 2.234], [0.067, -2.379, 0.744], [2.342, 0.941, 0.439], [-1.504, -1.746, -0.621], [0.471, 1.079, -2.344], [1.595, -1.218, 1.034], [-1.001, -0.475, 1.412], [-2.273, 0.517, 0.861], [-0.215, -0.655, -2.470], [-0.337, 0.861, -2.446], [2.267, -0.354, 0.737], [-1.763, 1.292, 1.077], [1.071, -1.594, -2.214], [-0.659, -2.879, 0.620], [-1.330, -0.608, 2.341], [-0.576, 1.902, 1.696]],
  "homo_lumo_gap_ha": 0.25898,
  "smiles": "[H]/N=C/Cc1cc(CCCCCOC)c(NCC)c2c1C(=O)c1ccccc1C2=O",
  "total_charge": 0,
  "homo_energy_ha": -0.313
}

3.
{
  "formula": "C24H28N4O4",
  "method": "ωB97M-V/def2-TZVPD",
  "species": ["C", "C", "C", "C", "C", "C", "C", "C", "C", "N", "C", "O", "N", "C", "C", "O", "N", "C", "C", "C", "O", "N", "C", "C", "C", "C", "C", "C", "C", "C", "C", "O", "H", "H", "H", "H", "H", "H", "H", "H", "H", "H", "H", "H", "H", "H", "H", "H", "H", "H", "H", "H", "H", "H", "H", "H", "H", "H", "H", "H"],
  "coordinates": [[-2.28008, -1.49380, 0.07380], [-2.51093, -0.57745, -1.11946], [-1.46298, -0.76938, -2.24302], [-1.41407, -2.21588, -2.69948], [-2.34511, -2.67282, -3.62521], [-2.33517, -3.99321, -4.03767], [-1.39953, -4.87537, -3.52594], [-0.47709, -4.42881, -2.59620], [-0.48318, -3.10763, -2.18307], [-1.74357, 0.13079, -3.34595], [-0.83245, 1.11463, -3.49050], [-0.83118, 2.03692, -4.26207], [0.18650, 0.83324, -2.56861], [1.20053, 1.78820, -2.21400], [0.76363, 2.45814, -0.90938], [-0.37486, 2.30540, -0.48753], [1.68135, 3.19325, -0.26190], [3.06390, 3.27371, -0.67168], [1.31077, 3.78704, 1.01113], [1.54721, 2.81558, 2.18520], [2.32897, 3.06741, 3.07690], [0.79487, 1.70631, 2.07459], [0.74959, 0.60843, 2.96250], [-0.50798, 0.21128, 3.42955], [-1.73544, 0.96606, 3.01468], [-0.59176, -0.87284, 4.28763], [0.54968, -1.54896, 4.68090], [1.78276, -1.15911, 4.19604], [1.90489, -0.08803, 3.31955], [3.23886, 0.27855, 2.75243], [-0.12050, -0.22331, -1.76058], [0.56585, -0.60899, -0.84602], [-1.28026, -1.35304, 0.47570], [-2.39342, -2.53627, -0.21407], [-3.00286, -1.27026, 0.85438], [-2.46751, 0.46783, -0.80256], [-3.49877, -0.76693, -1.54765], [-3.08819, -2.00209, -4.02990], [-3.06351, -4.33292, -4.75911], [-1.39301, -5.90587, -3.84815], [0.25290, -5.11104, -2.18696], [0.23611, -2.77098, -1.45377], [-2.62691, 0.15995, -3.82401], [2.15392, 1.27133, -2.08502], [1.26460, 2.51979, -3.02404], [3.14133, 3.57927, -1.71568], [3.56984, 4.01221, -0.05446], [3.57558, 2.31638, -0.54050], [0.24857, 4.04407, 0.96820], [1.89697, 4.69132, 1.17805], [0.08809, 1.70143, 1.34558], [-2.62094, 0.53422, 3.47383], [-1.86134, 0.94152, 1.93204], [-1.66063, 2.01000, 3.31888], [-1.55809, -1.18436, 4.65699], [0.47467, -2.38631, 5.35867], [2.67068, -1.69986, 4.48972], [3.16813, 0.38499, 1.67005], [3.57404, 1.23127, 3.16192], [3.97652, -0.48501, 2.98527]],
  "forces_ev_per_angstrom": [[-0.089, 0.087, -0.070], [0.220, -0.060, 0.159], [-0.423, -0.131, 0.203], [0.193, -0.026, -0.005], [0.061, 0.019, 0.102], [-0.105, -0.009, -0.047], [0.022, -0.075, 0.007], [-0.005, -0.082, -0.027], [0.010, 0.009, 0.007], [-0.260, -0.182, -0.014], [0.090, -0.057, -0.075], [0.006, 0.402, -0.167], [0.322, 0.211, -0.114], [-0.253, -0.197, 0.029], [0.124, 0.031, -0.154], [-0.241, 0.009, 0.003], [-0.167, 0.242, 0.157], [0.317, -0.164, -0.204], [-0.135, 0.018, 0.291], [-0.011, 0.674, -0.348], [0.098, 0.070, 0.202], [-0.409, -0.546, -0.173], [0.057, -0.273, 0.393], [0.083, 0.054, -0.007], [0.057, -0.020, 0.059], [0.024, -0.020, -0.025], [-0.004, -0.054, 0.038], [-0.051, 0.013, 0.021], [-0.025, 0.066, -0.049], [0.070, 0.076, 0.106], [0.022, -0.098, -0.226], [0.083, 0.001, 0.180], [0.061, -0.036, 0.104], [-0.013, -0.100, 0.055], [-0.070, -0.016, 0.097], [-0.051, 0.033, -0.079], [0.008, 0.049, -0.084], [-0.078, 0.070, -0.078], [-0.054, -0.028, -0.063], [0.003, -0.083, -0.031], [0.069, -0.058, 0.032], [0.055, 0.036, 0.064], [0.082, 0.115, -0.015], [-0.052, 0.122, -0.046], [0.074, -0.062, 0.085], [0.073, 0.008, 0.022], [-0.020, -0.008, -0.052], [0.063, 0.048, 0.001], [0.139, 0.013, 0.018], [-0.036, -0.154, 0.026], [0.156, 0.166, -0.036], [-0.072, -0.010, -0.010], [-0.115, 0.046, -0.102], [-0.054, 0.086, -0.037], [-0.107, -0.008, 0.026], [-0.003, -0.076, 0.055], [0.100, -0.046, 0.004], [0.055, 0.020, -0.113], [0.064, -0.034, -0.053], [0.036, -0.077, -0.041]],
  "homo_lumo_gap_ha": 0.33750,
  "smiles": "CC[C@@]1(c2ccccc2)NC(=O)N(CC(=O)N(C)CC(=O)Nc2c(C)cccc2C)C1=O",
  "total_charge": 0,
  "homo_energy_ha": -0.315
}

E_tot for the records above, in order: -73228.271 -34440.708 -39496.052 eV
Energy above the lowest of the compared OMol25 structures with the same formula, charge and spin for the records above, in order: 42.20 601.61 3.96 kcal per mole